Entry 1:
{"formula": "C28H34Cl2N3O7P2S2Tl", "method": "the ωB97M-V functional and the def2-TZVPD basis", "largest_force_ev_per_a": 0.20, "gap_ha": 0.27075, "total_charge": 0, "lumo_ev": -0.475, "species": ["Tl", "N", "C", "C", "C", "N", "H", "H", "H", "H", "H", "H", "H", "H", "H", "H", "Cl", "C", "C", "C", "Cl", "C", "C", "C", "C", "N", "C", "C", "O", "H", "H", "H", "H", "O", "S", "O", "O", "C", "C", "C", "C", "C", "C", "S", "O", "O", "O", "H", "H", "H", "H", "C", "P", "C", "C", "C", "C", "C", "C", "C", "P", "C", "C", "H", "H", "H", "H", "H", "H", "H", "H", "H", "H", "H", "H", "H", "H", "H", "H"], "positions_angstrom": [[-0.456382, -0.259320, 0.593857], [-0.191584, -2.013143, 2.182838], [-0.714857, -3.377745, 1.991748], [-0.489968, -3.884886, 0.575643], [-1.447003, -3.318862, -0.463388], [-1.171948, -1.921671, -0.864428], [0.819388, -2.011625, 2.275327], [-0.575030, -1.588053, 3.023516], [-1.782556, -3.349293, 2.202862], [-0.247038, -4.059041, 2.707830], [-0.627905, -4.968739, 0.585920], [0.550037, -3.714854, 0.278714], [-2.461582, -3.335358, -0.071829], [-1.426741, -3.948476, -1.357797], [-2.053036, -1.499302, -1.196884], [-0.490609, -1.889080, -1.618012], [2.246779, 3.031913, 3.261466], [3.012362, 1.839649, 2.267139], [4.381004, 1.971324, 1.996257], [5.021014, 1.071694, 1.194813], [6.720296, 1.263205, 0.874842], [4.308651, -0.003851, 0.617247], [4.883255, -0.946756, -0.263399], [4.103852, -1.920352, -0.817497], [2.736625, -1.956057, -0.491809], [2.172994, -1.111742, 0.335565], [2.928220, -0.135931, 0.905587], [2.236336, 0.795938, 1.769942], [0.980085, 0.678167, 2.053518], [4.924104, 2.800568, 2.428056], [5.937017, -0.876649, -0.495752], [4.515405, -2.651393, -1.499633], [2.093374, -2.705093, -0.940920], [-3.510958, -0.784197, 3.532532], [-3.192435, -0.411530, 2.179903], [-1.949721, 0.431620, 2.137657], [-3.069228, -1.506938, 1.234920], [-4.533594, 0.610048, 1.595827], [-5.460151, 0.975393, 2.562714], [-6.583397, 1.714959, 2.225922], [-6.786783, 2.087126, 0.911223], [-5.861330, 1.732756, -0.059298], [-4.729641, 0.995039, 0.263144], [-3.614831, 0.689793, -1.113993], [-3.727113, -0.699737, -1.523855], [-3.997533, 1.655075, -2.116310], [-2.267684, 0.974007, -0.562305], [-5.287699, 0.658099, 3.580866], [-7.294389, 1.991437, 2.993337], [-7.660881, 2.660978, 0.631975], [-5.995542, 2.040149, -1.085990], [-0.025437, 3.068358, -0.276323], [0.369372, 1.535750, -1.161451], [2.144229, 1.758067, -1.533373], [-0.432615, 1.648864, -2.793432], [-1.288575, 2.718634, -3.038668], [-1.883797, 2.878140, -4.278142], [-1.619087, 1.975286, -5.293373], [-0.778697, 0.900714, -5.052582], [-0.185172, 0.711707, -3.807559], [0.840756, -0.770123, -3.472019], [2.261518, -0.510553, -4.606742], [-0.073281, -2.074449, -4.390241], [0.268972, 3.948247, -0.849309], [0.529476, 3.041792, 0.664421], [-1.089120, 3.092948, -0.046228], [2.244398, 2.510052, -2.317841], [2.596645, 0.823394, -1.862871], [2.661109, 2.100746, -0.636620], [-1.533469, 3.414170, -2.250259], [-2.571818, 3.697177, -4.436671], [-2.081132, 2.092443, -6.264834], [-0.596004, 0.190341, -5.849437], [1.927826, -0.297256, -5.623569], [2.883534, -1.407087, -4.616029], [2.870151, 0.322084, -4.254108], [-0.146530, -1.879169, -5.460245], [-1.082225, -2.174334, -3.986269], [0.449179, -3.022801, -4.250444]], "forces_ev_per_a": [[-0.077, -0.184, -0.046], [0.019, 0.104, 0.005], [-0.035, 0.012, 0.047], [0.031, -0.026, -0.020], [-0.046, -0.007, -0.006], [-0.009, 0.088, 0.044], [0.003, -0.012, 0.019], [0.011, 0.003, 0.013], [0.000, 0.008, 0.002], [0.001, 0.003, 0.001], [-0.003, -0.002, -0.002], [0.020, 0.002, -0.005], [-0.007, -0.008, 0.008], [0.004, 0.003, -0.002], [0.006, 0.007, -0.023], [0.006, -0.002, -0.013], [0.004, -0.003, -0.001], [-0.019, -0.007, 0.000], [0.003, -0.002, -0.010], [0.007, 0.008, 0.011], [0.000, 0.002, 0.001], [0.009, -0.009, -0.017], [-0.002, 0.004, 0.001], [0.000, -0.005, -0.008], [-0.007, 0.017, 0.007], [-0.036, 0.003, -0.004], [-0.039, 0.003, -0.019], [0.066, 0.020, 0.046], [-0.019, -0.055, -0.089], [0.002, -0.002, -0.001], [0.001, 0.000, 0.001], [0.001, -0.001, 0.001], [-0.007, -0.006, -0.003], [-0.003, 0.014, 0.019], [0.119, 0.028, 0.048], [-0.045, -0.007, 0.021], [0.030, -0.047, -0.041], [-0.017, -0.032, 0.021], [0.029, 0.001, -0.010], [-0.004, -0.004, 0.030], [-0.018, 0.013, -0.024], [0.012, -0.010, -0.002], [-0.055, 0.029, -0.011], [0.057, 0.045, -0.056], [-0.019, -0.040, 0.004], [0.013, -0.040, 0.002], [-0.045, 0.002, 0.006], [-0.009, 0.002, 0.000], [0.001, -0.002, 0.001], [0.000, -0.002, -0.001], [0.000, -0.005, 0.000], [0.014, 0.000, 0.024], [0.033, 0.088, 0.061], [-0.007, -0.025, 0.007], [0.029, 0.018, -0.014], [-0.007, -0.005, -0.015], [0.024, 0.008, 0.004], [0.003, 0.002, 0.001], [-0.006, 0.004, -0.002], [-0.016, -0.009, 0.000], [-0.002, 0.010, 0.002], [-0.008, 0.000, -0.001], [0.002, -0.020, -0.002], [0.000, 0.000, -0.001], [-0.005, 0.007, -0.003], [0.011, -0.002, -0.010], [0.008, 0.001, 0.001], [0.004, -0.003, 0.008], [-0.008, 0.007, 0.004], [-0.003, 0.002, 0.003], [-0.001, -0.001, -0.005], [-0.004, 0.002, 0.001], [0.001, 0.002, 0.002], [0.005, 0.000, -0.001], [-0.002, 0.000, 0.000], [0.002, 0.001, -0.004], [0.004, 0.002, 0.000], [0.002, 0.012, 0.002], [-0.007, -0.004, -0.008]]}


Entry 2:
{"formula": "C28H34FeN", "method": "the ωB97M-V functional and the def2-TZVPD basis", "largest_force_ev_per_a": 3.02, "gap_ha": [0.06299, 0.32007], "multiplicity": 5, "s2": 6.043, "total_charge": -1, "lumo_ev": [2.783, 2.756], "species": ["C", "C", "C", "N", "C", "C", "C", "C", "C", "C", "C", "C", "H", "H", "H", "H", "H", "H", "H", "H", "H", "H", "H", "H", "H", "H", "H", "H", "H", "H", "H", "C", "C", "C", "C", "C", "Fe", "C", "C", "C", "C", "C", "C", "C", "C", "C", "C", "C", "C", "H", "H", "H", "H", "H", "H", "H", "H", "H", "H", "H", "H", "H", "H", "H"], "positions_angstrom": [[-1.893144, -2.415041, -0.292665], [-2.406158, -1.426969, -1.330917], [-1.514509, -0.176287, -1.369450], [-1.350481, 0.417123, -0.017788], [-1.296974, 1.756747, 0.171740], [-1.695081, 2.340216, 1.522490], [-1.011683, 3.700381, 1.758292], [-0.471108, 4.535407, 0.625146], [0.227310, 3.772959, -0.510137], [-0.655064, 2.583353, -0.930702], [-0.983177, -0.501856, 1.078713], [-1.787058, -1.783856, 1.095735], [-2.541056, -3.302450, -0.249970], [-0.885040, -2.751465, -0.590922], [-2.394322, -1.899974, -2.315644], [-3.436494, -1.131535, -1.127249], [-0.511734, -0.444991, -1.776678], [-1.967830, 0.557792, -2.061361], [-1.414046, 1.593579, 2.325491], [-1.811295, 4.318036, 2.167669], [-0.272347, 3.565215, 2.556964], [-1.321048, 5.064375, 0.164630], [0.177569, 5.316581, 1.036708], [0.373407, 4.458773, -1.355780], [1.224852, 3.435163, -0.207296], [-0.085500, 1.957551, -1.655014], [-1.486086, 2.995900, -1.538984], [0.099140, -0.713176, 1.009844], [-1.158049, -0.018609, 2.044100], [-2.787813, -1.588907, 1.500983], [-1.292152, -2.474595, 1.779501], [-1.053044, 2.126933, 6.915459], [-2.030987, 1.074768, 6.657197], [-1.880554, 0.646641, 5.280183], [-0.825640, 1.439194, 4.677157], [-0.318985, 2.363378, 5.692561], [-2.219739, 2.629727, 5.456344], [-2.751617, 4.599802, 5.704465], [-3.768478, 3.689077, 6.168503], [-4.098951, 2.797801, 5.078128], [-3.210340, 3.150590, 3.879386], [-3.251737, 2.669100, 2.395061], [-4.319428, 1.609614, 2.289053], [-4.142680, 0.618239, 1.334815], [-5.047805, -0.431525, 1.163850], [-6.195235, -0.498007, 1.962805], [-6.467214, 0.551728, 2.819506], [-5.574480, 1.631335, 2.945260], [-2.388710, 4.264019, 4.366738], [-0.863168, 2.591031, 7.884647], [-2.682685, 0.608700, 7.394204], [-2.365004, -0.216350, 4.819517], [-0.384381, 1.267776, 3.697099], [0.534418, 3.029947, 5.548229], [-2.392385, 5.504042, 6.228106], [-4.264272, 3.739746, 7.144470], [-4.824131, 1.989183, 5.156991], [-3.546894, 3.547925, 1.757237], [-3.259296, 0.691125, 0.712980], [-4.875547, -1.178632, 0.403632], [-6.880176, -1.345941, 1.864150], [-7.381162, 0.576477, 3.398296], [-5.852483, 2.469213, 3.577672], [-1.619432, 4.773514, 3.790195]], "forces_ev_per_a": [[0.112, -0.248, 0.217], [0.444, 0.170, 0.090], [0.387, 0.144, 0.353], [-0.560, -1.788, -0.317], [-0.003, 1.472, 0.934], [0.094, -0.583, 1.758], [-0.359, -0.123, 0.857], [0.086, 0.056, -1.080], [-0.254, -0.072, 0.597], [-0.602, 0.337, -0.765], [0.172, 0.154, -0.344], [-0.249, -0.235, -0.289], [0.153, 0.121, -0.051], [-0.253, 0.022, -0.018], [-0.015, 0.083, -0.090], [0.014, 0.014, 0.071], [-0.459, 0.041, 0.092], [0.304, -0.131, 0.512], [0.202, 1.205, -1.222], [0.599, 0.085, -0.138], [0.096, 0.139, -0.167], [0.144, -0.079, 0.027], [-0.012, -0.077, -0.021], [-0.035, -0.234, 0.034], [-0.161, -0.103, 0.102], [-0.368, 0.083, 0.698], [0.265, 0.106, -0.019], [-0.225, -0.060, 0.018], [0.206, -0.096, -0.340], [0.250, -0.052, -0.122], [-0.016, -0.051, 0.073], [1.449, -1.507, 0.356], [1.345, -0.801, -0.609], [2.438, -1.538, 0.895], [0.034, -1.354, 1.583], [1.050, -1.422, 0.609], [-0.079, 0.654, -0.162], [-1.689, 2.004, -0.205], [0.078, 1.221, -1.023], [-0.375, 1.207, -1.715], [-1.149, 1.020, 0.083], [-0.701, 0.663, -1.093], [-0.808, -0.028, -0.630], [-0.153, -0.571, -0.129], [-0.401, 0.482, 0.479], [0.294, -0.368, -0.569], [0.480, 0.891, 0.135], [0.150, -0.514, -0.223], [-1.028, 0.623, 0.308], [-0.243, -0.062, -0.422], [-0.007, 0.395, -0.284], [-0.107, 0.544, 0.077], [-0.225, 0.330, 0.414], [-0.504, -0.144, 0.059], [-0.030, -0.955, -0.145], [0.410, -0.280, -0.482], [0.499, 0.343, 0.020], [-0.203, -0.597, 0.710], [-0.305, -0.298, 0.082], [0.060, -0.128, 0.016], [0.194, 0.340, 0.059], [-0.076, -0.054, -0.016], [0.032, -0.214, -0.267], [-0.386, -0.183, 0.642]]}


Entry 3:
{"formula": "C28H34N5O5PSn", "method": "the ωB97M-V functional and the def2-TZVPD basis", "largest_force_ev_per_a": 0.83, "gap_ha": 0.29851, "total_charge": 2, "lumo_ev": -6.810, "species": ["Sn", "C", "C", "N", "N", "C", "O", "C", "C", "C", "C", "C", "C", "C", "C", "C", "C", "C", "N", "H", "H", "H", "H", "H", "H", "H", "H", "H", "H", "H", "H", "C", "C", "C", "C", "O", "P", "O", "O", "O", "C", "C", "C", "C", "H", "H", "H", "H", "H", "H", "H", "H", "H", "H", "H", "H", "H", "H", "H", "H", "H", "H", "N", "C", "C", "C", "C", "C", "N", "C", "H", "H", "H", "H"], "positions_angstrom": [[-0.550082, -0.913258, -1.245381], [-4.770663, -0.918263, 3.353800], [-3.574060, -1.311948, 2.531063], [-2.722230, -0.409274, 2.306920], [-1.853520, 0.388677, 2.247320], [-1.991321, 1.376899, 1.069300], [-2.106519, 0.905827, -0.018782], [-1.935876, 2.758572, 1.491205], [-1.941273, 3.739916, 0.493364], [-1.970915, 5.070397, 0.852193], [-2.014300, 5.421956, 2.199413], [-2.003518, 4.451468, 3.194189], [-1.950352, 3.115478, 2.844217], [-3.346935, -2.676231, 2.000009], [-4.101755, -3.716738, 2.510878], [-3.864482, -4.993593, 2.016336], [-2.894669, -5.154888, 1.048895], [-2.196821, -4.031919, 0.604239], [-2.407779, -2.806629, 1.060654], [-4.832250, 0.159833, 3.475044], [-4.681884, -1.376074, 4.340642], [-5.675664, -1.282251, 2.871456], [-1.925532, 3.445288, -0.546977], [-1.961997, 5.838652, 0.091515], [-2.054594, 6.467512, 2.476123], [-2.024473, 4.739996, 4.235599], [-1.904775, 2.361381, 3.619446], [-4.848117, -3.556874, 3.276590], [-4.433287, -5.836270, 2.385143], [-2.676224, -6.127548, 0.630351], [-1.436865, -4.140810, -0.161200], [3.650767, -2.894792, 0.481533], [3.059849, -2.028302, 1.576919], [1.752663, -2.588747, 2.105370], [4.049240, -1.787379, 2.694659], [2.825900, -0.675449, 1.013531], [1.746678, -0.145486, 0.041899], [0.315308, -0.108710, 0.593553], [1.579261, -0.989796, -1.244619], [2.192613, 1.317954, -0.236050], [3.230659, 1.831648, -1.167295], [4.378699, 0.844047, -1.284205], [3.684375, 3.126844, -0.532102], [2.545845, 2.064444, -2.498484], [3.861599, -3.885519, 0.883301], [4.584221, -2.467009, 0.114783], [2.965642, -2.997550, -0.360976], [1.946486, -3.552281, 2.575290], [1.027416, -2.738850, 1.301888], [1.313720, -1.917819, 2.844115], [4.335260, -2.740681, 3.138957], [3.615274, -1.155454, 3.469404], [4.946687, -1.301817, 2.312054], [4.838170, 0.664022, -0.312164], [5.133922, 1.268693, -1.945278], [4.056192, -0.110660, -1.706766], [4.175654, 2.937417, 0.421877], [2.835370, 3.789315, -0.362392], [4.391455, 3.629262, -1.192198], [2.220787, 1.119607, -2.934704], [3.239873, 2.541217, -3.190997], [1.680607, 2.717959, -2.373326], [-3.546798, 2.345818, -6.188910], [-2.646108, 1.740358, -5.817120], [-1.532102, 0.965846, -5.330000], [-0.656883, 0.311378, -6.190102], [0.388304, -0.417339, -5.648464], [0.513911, -0.481099, -4.273527], [-0.335768, 0.142597, -3.445240], [-1.335327, 0.856882, -3.962789], [-0.799102, 0.376031, -7.260728], [1.099279, -0.928057, -6.281864], [1.322936, -1.032823, -3.808000], [-1.999831, 1.365014, -3.274418]], "forces_ev_per_a": [[-0.371, -0.680, 0.092], [0.106, -0.099, 0.106], [-0.089, 0.190, 0.120], [0.238, -0.209, -0.183], [-0.340, 0.215, 0.177], [0.341, 0.164, 0.229], [-0.278, -0.030, -0.460], [-0.064, -0.132, 0.075], [-0.045, 0.030, -0.045], [0.036, 0.022, 0.026], [-0.015, 0.036, -0.004], [0.036, -0.013, -0.050], [0.048, -0.006, 0.057], [-0.138, 0.209, -0.003], [-0.058, -0.095, 0.001], [-0.007, -0.013, 0.025], [0.025, 0.043, -0.039], [0.058, -0.074, -0.049], [0.058, -0.032, 0.046], [0.013, -0.004, -0.011], [-0.056, -0.018, -0.004], [-0.007, -0.004, -0.008], [-0.020, -0.001, 0.001], [-0.026, -0.004, 0.007], [0.016, -0.009, -0.005], [0.003, -0.005, -0.003], [-0.018, 0.002, -0.018], [0.009, 0.025, -0.033], [0.019, 0.000, -0.001], [0.005, 0.017, 0.001], [0.009, 0.023, -0.010], [0.012, 0.032, -0.092], [-0.054, -0.102, -0.064], [-0.072, 0.068, -0.048], [0.070, 0.037, 0.067], [-0.119, -0.042, 0.018], [0.751, 0.350, 0.046], [-0.085, 0.219, 0.008], [0.119, 0.047, -0.247], [-0.321, -0.172, -0.025], [0.162, -0.081, 0.047], [-0.007, -0.043, 0.039], [0.013, 0.096, 0.044], [-0.054, -0.009, -0.047], [0.018, -0.009, -0.013], [0.001, -0.005, 0.028], [-0.009, -0.018, 0.048], [-0.020, -0.008, 0.013], [0.013, -0.050, -0.008], [0.012, -0.005, 0.017], [0.002, 0.011, 0.013], [-0.003, -0.012, -0.005], [-0.005, -0.027, -0.003], [-0.009, 0.018, -0.022], [0.012, -0.020, -0.005], [-0.006, 0.053, -0.008], [-0.012, -0.005, -0.007], [0.009, 0.002, -0.025], [0.003, 0.006, 0.014], [0.033, 0.031, 0.025], [-0.002, -0.003, 0.007], [0.020, 0.002, -0.005], [-0.019, 0.040, 0.013], [0.174, -0.142, 0.025], [-0.161, 0.150, -0.077], [0.011, -0.008, -0.097], [0.002, 0.041, 0.005], [0.047, 0.054, 0.008], [0.008, 0.030, 0.098], [0.046, 0.023, 0.094], [0.010, 0.006, 0.009], [-0.013, -0.011, 0.008], [-0.035, -0.025, 0.033], [-0.033, -0.065, 0.034]]}